{
  "formula": "C42H31Cl5FN8O5S3Sn",
  "method": "ωB97M-V/def2-TZVPD",
  "charge": -1,
  "lumo_ev": 2.02,
  "gap_ha": 0.2348,
  "e_above_lowest_kcal_mol": 15.7,
  "elements": ["Sn", "O", "C", "O", "C", "C", "C", "C", "C", "C", "C", "C", "C", "N", "H", "H", "H", "H", "H", "H", "Cl", "C", "C", "C", "Cl", "C", "Cl", "C", "Cl", "C", "Cl", "C", "C", "C", "C", "C", "C", "C", "F", "C", "C", "C", "O", "C", "C", "N", "C", "C", "O", "O", "H", "H", "H", "H", "H", "H", "H", "H", "H", "H", "H", "N", "C", "N", "C", "C", "S", "C", "C", "S", "C", "N", "N", "H", "H", "H", "H", "H", "H", "C", "C", "C", "C", "N", "C", "S", "N", "C", "H", "H", "H", "H", "H", "H", "H", "H"],
  "xyz": [[0.230, 0.028, 0.430], [-2.907, -0.616, 3.378], [-2.001, -0.775, 2.563], [-0.978, -0.036, 2.400], [-2.126, -1.972, 1.628], [-3.033, -3.011, 1.955], [-3.191, -4.041, 1.085], [-2.439, -4.063, -0.117], [-2.555, -5.090, -1.084], [-1.780, -5.073, -2.208], [-0.838, -4.037, -2.402], [-0.705, -3.034, -1.484], [-1.528, -3.011, -0.335], [-1.404, -1.975, 0.543], [-3.571, -2.945, 2.888], [-3.877, -4.854, 1.293], [-3.267, -5.890, -0.913], [-1.885, -5.852, -2.953], [-0.227, -4.029, -3.298], [0.024, -2.242, -1.609], [2.279, 1.121, 2.293], [2.307, -0.558, 2.813], [1.590, -1.463, 2.049], [1.652, -2.766, 2.500], [0.899, -4.042, 1.551], [2.333, -3.156, 3.654], [2.326, -4.802, 4.196], [3.039, -2.202, 4.383], [3.914, -2.653, 5.803], [3.042, -0.881, 3.946], [3.950, 0.317, 4.807], [0.830, 6.400, -4.560], [0.500, 6.862, -3.146], [-0.736, 7.749, -3.149], [-1.032, 8.250, -1.746], [-1.167, 7.084, -0.804], [-1.958, 7.172, 0.320], [-2.073, 6.085, 1.176], [-2.869, 6.214, 2.263], [-1.413, 4.914, 0.949], [-0.604, 4.801, -0.187], [0.125, 3.522, -0.399], [0.064, 2.655, 0.474], [0.839, 3.440, -1.650], [0.880, 4.533, -2.453], [0.285, 5.729, -2.223], [-0.491, 5.878, -1.075], [1.522, 2.193, -2.224], [1.825, 2.257, -3.432], [1.705, 1.225, -1.450], [0.786, 7.265, -5.223], [0.105, 5.662, -4.904], [1.826, 5.970, -4.645], [1.343, 7.451, -2.763], [-1.583, 7.167, -3.525], [-0.568, 8.581, -3.833], [-1.945, 8.848, -1.728], [-0.215, 8.900, -1.416], [-2.498, 8.085, 0.539], [-1.508, 4.065, 1.612], [1.427, 4.421, -3.375], [1.032, -0.809, -3.007], [-0.279, -0.418, -3.093], [-0.990, -0.081, -2.071], [-2.288, 0.206, -2.422], [-2.583, 0.083, -3.739], [-1.170, -0.414, -4.600], [-3.183, 0.647, -1.346], [-4.534, 0.702, -1.367], [-5.106, 1.349, 0.126], [-3.450, 1.477, 0.678], [-2.577, 1.064, -0.189], [-3.148, 2.028, 1.889], [1.488, -0.405, -2.186], [1.574, -0.634, -3.840], [-3.508, 0.291, -4.249], [-5.212, 0.392, -2.144], [-3.846, 1.869, 2.601], [-2.234, 1.721, 2.219], [1.532, -6.043, -3.452], [2.690, -5.210, -3.008], [3.988, -5.443, -3.336], [4.964, -4.551, -2.809], [4.677, -3.522, -2.059], [3.369, -3.243, -1.755], [2.841, -1.975, -0.856], [2.416, -4.148, -2.229], [6.418, -4.773, -3.106], [1.878, -6.932, -3.973], [0.893, -5.467, -4.124], [0.926, -6.344, -2.595], [4.263, -6.281, -3.957], [1.466, -3.947, -1.944], [6.585, -5.684, -3.678], [6.975, -4.821, -2.170], [6.802, -3.919, -3.665]],
  "lowdin_charge": [1.3717, 0.0270, -0.6252, -0.1850, -0.1751, 0.0202, 0.0003, -0.1573, -0.0355, -0.0828, -0.0941, -0.0477, -0.2331, 0.0918, 0.1165, 0.1147, 0.1091, 0.1006, 0.0888, 0.0416, 0.6637, -0.6951, -0.3341, -0.6860, 0.6611, -0.7060, 0.6278, -0.7125, 0.6372, -0.7031, 0.6409, -0.0506, -0.3121, -0.1561, -0.1379, -0.1452, 0.0361, -0.2598, 0.0501, 0.0695, -0.0314, -0.2979, -0.1033, -0.0085, 0.0152, 0.0192, -0.0784, -0.6297, -0.0286, -0.1852, 0.0800, 0.0990, 0.0811, 0.1544, 0.1350, 0.1163, 0.1157, 0.1242, 0.1252, 0.1144, 0.1149, 0.0679, -0.7096, 0.0211, -0.3308, -0.3609, 1.0178, -0.3436, -0.3697, 1.0204, -0.6779, 0.0871, 0.1095, -0.0289, 0.0997, 0.0637, 0.0650, 0.0924, 0.0789, -0.0154, -0.2795, 0.0031, -0.3265, 0.1043, -0.7756, 0.7647, 0.1081, -0.0328, 0.0824, 0.0798, 0.0909, 0.1058, 0.0855, 0.0681, 0.0843, 0.0845]
}